No. 1
{"formula": "C5H13NO", "method": "ωB97M-V/def2-TZVPD", "relative_energy_kcal_mol": 74.6, "smiles": "CC/C(C)=C/N.O", "homo_ev": -7.569, "homo_lumo_gap_ev": 8.263, "e_lumo_ev": 0.69, "multiplicity": 1, "symbols": ["C", "C", "C", "C", "C", "N", "H", "H", "H", "H", "H", "H", "H", "H", "H", "H", "H", "O", "H", "H"], "coordinates": [[1.01145, -2.17623, 2.23115], [0.19635, -1.85949, 1.04110], [-0.22685, -0.42477, 0.62530], [-0.46904, -0.28152, -0.89910], [-0.38419, 0.48376, 1.60512], [-0.27359, 1.84782, 1.37781], [1.18562, -3.38520, 2.27473], [1.89472, -1.47066, 2.06130], [0.58517, -1.84441, 3.22383], [0.73576, -1.96714, 0.15446], [-0.65649, -2.55762, 1.06891], [-0.83912, -1.25136, -1.09084], [0.46790, -0.00435, -1.41983], [-1.28152, 0.51470, -1.09260], [-0.71972, 0.15686, 2.53864], [0.32249, 2.10554, 0.60628], [0.11363, 2.35668, 2.33027], [-0.05570, 2.12488, -4.81696], [0.21722, 1.28200, -5.27031], [-0.43121, 1.68068, -4.11525]], "atomic_forces_ev_per_a": [[1.6, -0.2, 1.3], [-3.3, 0.5, -0.5], [-0.5, -0.4, 1.5], [0.2, 2.7, 1.9], [0.8, -0.1, -2.9], [0.5, 2.6, 3.9], [0.1, 3.2, -0.1], [-0.2, -1.6, 0.8], [0.2, -0.5, -1.1], [1.3, -1.7, -1.3], [-0.1, 0.2, -0.7], [-0.3, -1.0, -1.2], [-0.6, -0.4, -0.2], [1.3, -1.2, 0.2], [0.3, -0.3, 1.7], [0.1, -0.1, 0.0], [-1.4, -1.6, -3.5], [1.7, -0.8, -2.9], [0.1, 1.5, -0.2], [-1.7, -0.7, 3.2]], "nbo_charge": [-0.609, -0.434, -0.071, -0.658, -0.025, -0.821, 0.218, 0.210, 0.204, 0.203, 0.189, 0.221, 0.210, 0.221, 0.192, 0.375, 0.374, -0.913, 0.459, 0.455]}



No. 2
{"formula": "C5H13NO", "method": "ωB97M-V/def2-TZVPD", "relative_energy_kcal_mol": 45.1, "smiles": "C=C(C)CCN.O", "homo_ev": -9.161, "homo_lumo_gap_ev": 9.930, "e_lumo_ev": 0.77, "multiplicity": 1, "symbols": ["C", "C", "C", "C", "C", "N", "H", "H", "H", "H", "H", "H", "H", "H", "H", "H", "H", "O", "H", "H"], "coordinates": [[-0.41721, 2.04348, -1.66060], [-0.37423, 1.07288, -0.74597], [-1.16372, 1.08051, 0.53444], [0.36890, -0.19188, -1.04740], [1.59410, -0.35329, -0.11348], [2.65586, 0.61571, -0.56685], [-1.16427, 2.83442, -1.70062], [0.32712, 2.18927, -2.46010], [-2.01290, 0.38896, 0.49953], [-1.46078, 2.09287, 0.84161], [-0.63480, 0.82866, 1.46927], [0.77726, -0.09488, -2.06307], [-0.21660, -1.11578, -1.04449], [1.40745, -0.07779, 0.93318], [1.95114, -1.37851, -0.11804], [2.24305, 1.41004, -1.04777], [2.86943, 1.06943, 0.31874], [-2.24824, -3.32840, 2.58814], [-2.62482, -4.17256, 2.32305], [-2.04639, -3.55676, 3.51381]], "atomic_forces_ev_per_a": [[0.2, 0.8, -0.3], [-0.6, -0.5, -0.2], [-0.4, 0.6, 0.8], [1.7, 0.0, 0.4], [0.0, 1.1, -0.6], [-0.2, -0.2, 1.2], [0.2, 0.1, 0.8], [-0.5, -0.9, 0.1], [0.0, 0.3, 0.0], [-0.5, -0.1, -0.7], [0.5, -0.6, -0.7], [-0.1, -0.2, 0.1], [-0.4, 0.4, 0.2], [-0.6, -0.5, -0.2], [0.3, 0.0, -0.2], [-0.4, -0.3, -0.4], [0.8, 0.0, -0.2], [0.1, -0.6, 0.9], [-0.2, 0.0, -0.6], [0.1, 0.6, -0.3]], "nbo_charge": [-0.414, 0.024, -0.663, -0.456, -0.208, -0.829, 0.196, 0.194, 0.226, 0.219, 0.223, 0.213, 0.225, 0.170, 0.187, 0.349, 0.343, -0.927, 0.463, 0.464]}



No. 3
{"formula": "C5H13NO", "method": "ωB97M-V/def2-TZVPD", "relative_energy_kcal_mol": 54.0, "smiles": "C/C=C/NCC.O", "homo_ev": -7.752, "homo_lumo_gap_ev": 8.237, "e_lumo_ev": 0.49, "multiplicity": 1, "symbols": ["C", "C", "C", "N", "C", "C", "H", "H", "H", "H", "H", "H", "H", "H", "H", "H", "H", "O", "H", "H"], "coordinates": [[-3.69073, -0.38199, 0.59387], [-2.76263, 0.24323, -0.42343], [-1.55412, -0.29303, -0.66644], [-0.44641, 0.31803, -1.26596], [0.87620, -0.00324, -0.60465], [0.75715, 0.34940, 0.87631], [-4.63263, -0.73852, 0.17577], [-3.10221, -1.10954, 1.15474], [-3.96450, 0.39277, 1.30863], [-3.26706, 0.87732, -1.15174], [-1.40409, -1.29908, -0.28225], [-0.61085, 1.30589, -1.13774], [1.49125, 0.63236, -1.17335], [1.04418, -1.04187, -0.87701], [0.14440, -0.38922, 1.38021], [0.24779, 1.31027, 0.96645], [1.76470, 0.54733, 1.24824], [6.70459, -0.39606, -0.28935], [6.56507, 0.42656, 0.19901], [5.83989, -0.75062, -0.03134]], "atomic_forces_ev_per_a": [[0.5, 0.5, -0.3], [-0.8, -1.0, -0.8], [-0.2, 0.1, 0.7], [-0.4, -0.4, 0.0], [-3.1, 0.1, -0.4], [0.9, 0.4, -0.9], [0.1, -0.4, 0.0], [-0.5, -0.4, 0.0], [-0.1, 0.1, 0.2], [0.6, 0.9, 0.4], [0.5, 0.1, 0.4], [0.2, 0.2, -0.4], [1.5, 0.6, -0.3], [0.5, -0.1, 0.5], [0.4, -0.1, 0.5], [-0.1, 0.0, -0.1], [-0.1, -0.6, 0.6], [-1.1, 0.4, 0.8], [0.9, 0.4, -0.2], [0.2, -0.8, -0.5]], "nbo_charge": [-0.624, -0.306, 0.002, -0.607, -0.212, -0.636, 0.205, 0.202, 0.210, 0.201, 0.172, 0.356, 0.199, 0.197, 0.220, 0.207, 0.212, -0.917, 0.459, 0.459]}



No. 4
{"formula": "C5H13NO", "method": "ωB97M-V/def2-TZVPD", "relative_energy_kcal_mol": 53.1, "smiles": "CCN(C)CCO", "homo_ev": -7.607, "homo_lumo_gap_ev": 8.548, "e_lumo_ev": 0.94, "multiplicity": 1, "symbols": ["C", "C", "N", "C", "C", "C", "O", "H", "H", "H", "H", "H", "H", "H", "H", "H", "H", "H", "H", "H"], "coordinates": [[0.95646, -0.68308, 2.05111], [0.42570, -1.57491, 0.94643], [0.20704, -0.89116, -0.33885], [1.21828, -0.95799, -1.36814], [-0.84564, 0.08939, -0.38426], [-0.40725, 1.60722, -0.48297], [-1.72955, 2.15726, -0.52646], [0.56395, 0.35020, 2.02262], [2.01945, -0.42118, 1.89369], [0.74484, -0.93760, 3.09126], [-0.50462, -2.06923, 1.22111], [1.21770, -2.31927, 0.78972], [0.80039, -0.34028, -2.18623], [2.12825, -0.43747, -1.08906], [1.55309, -2.01249, -1.50111], [-1.31554, -0.14611, -1.38958], [-1.59372, -0.06020, 0.38136], [0.22145, 1.75552, -1.37729], [-0.02256, 1.97156, 0.47667], [-1.75731, 3.11456, -0.45284]], "atomic_forces_ev_per_a": [[0.4, 2.2, 0.3], [0.6, 0.4, -0.9], [0.1, -1.0, 1.8], [-0.4, 0.5, 0.9], [1.4, 0.0, -2.8], [-2.0, -1.4, 1.3], [-0.3, 0.6, -0.8], [-0.6, -0.4, -0.3], [-0.2, -0.7, 0.3], [0.3, -0.7, -0.2], [0.0, -0.1, 0.2], [-0.5, -0.3, -0.1], [0.4, -1.2, -0.4], [0.5, 0.4, 0.2], [-0.6, 0.6, -0.7], [-0.2, 0.8, 1.0], [0.1, 0.0, 0.3], [-0.2, 0.3, 0.5], [0.9, -0.2, -0.5], [0.3, 0.0, -0.1]], "nbo_charge": [-0.639, -0.207, -0.474, -0.400, -0.215, -0.087, -0.742, 0.201, 0.204, 0.216, 0.187, 0.192, 0.201, 0.162, 0.196, 0.186, 0.215, 0.167, 0.166, 0.470]}



No. 5
{"formula": "C5H13NO", "method": "ωB97M-V/def2-TZVPD", "relative_energy_kcal_mol": 168.0, "homo_ev": [-8.505, -7.078], "homo_lumo_gap_ev": [9.466, 7.497], "e_lumo_ev": [0.96, 0.42], "multiplicity": 1, "symbols": ["C", "C", "C", "C", "C", "N", "O", "H", "H", "H", "H", "H", "H", "H", "H", "H", "H", "H", "H", "H"], "coordinates": [[-1.28491, -0.24881, 1.33292], [-1.99527, 0.11989, -1.01693], [1.99587, 1.63393, 0.31540], [1.26090, -1.72095, -0.68959], [-1.45152, 0.67612, 0.24007], [1.34956, 0.61324, -0.44000], [1.57126, -0.60649, 0.23379], [-0.20959, -0.53400, 1.65373], [-1.57178, 0.11720, 2.25099], [-1.75739, -1.12115, 1.23891], [-1.23132, 0.28754, -1.94007], [-3.05023, 0.47624, -1.22622], [-2.28002, -1.00035, -0.97318], [3.12184, 1.36073, 0.63028], [1.91046, 2.47629, -0.26834], [1.25522, 1.80160, 1.24248], [1.29584, -2.68118, 0.00964], [1.98130, -1.55818, -1.57276], [0.29516, -1.74225, -1.15223], [-1.20539, 1.65058, 0.13114]], "atomic_forces_ev_per_a": [[4.1, 2.0, 1.2], [-0.5, -1.5, -2.3], [-0.1, -2.2, 3.6], [1.8, -0.4, 1.0], [-0.9, -3.2, -1.5], [0.4, -2.0, 0.0], [-0.8, 0.4, -1.6], [-0.9, 0.4, -1.1], [-1.1, 1.3, 2.3], [-2.0, -3.5, -0.9], [-2.1, -0.3, 1.9], [1.2, 0.5, -0.3], [1.1, 1.4, 0.1], [-2.6, 0.7, -0.5], [0.3, 2.1, -1.2], [2.0, -0.2, -1.3], [0.6, 2.0, -1.9], [-0.7, -1.1, 1.5], [-0.9, 0.7, 0.2], [1.0, 2.9, 0.6]], "nbo_charge": [-0.682, -0.682, -0.485, -0.274, -0.092, -0.070, -0.404, 0.225, 0.218, 0.207, 0.226, 0.221, 0.200, 0.211, 0.207, 0.202, 0.204, 0.200, 0.190, 0.178]}



No. 6
{"formula": "C5H13NO", "method": "ωB97M-V/def2-TZVPD", "relative_energy_kcal_mol": 48.3, "smiles": "C=CCCCN.O", "homo_ev": -9.607, "homo_lumo_gap_ev": 10.294, "e_lumo_ev": 0.69, "multiplicity": 1, "symbols": ["C", "C", "C", "C", "C", "N", "H", "H", "H", "H", "H", "H", "H", "H", "H", "H", "H", "O", "H", "H"], "coordinates": [[-0.87551, 1.82288, -2.86560], [-0.11093, 1.46942, -1.85271], [-0.72656, 1.00719, -0.57590], [-0.41924, -0.41376, -0.14928], [1.01733, -0.63885, 0.41472], [1.61990, -1.85933, -0.17366], [-0.54996, 2.22328, -3.82553], [-1.93748, 2.02262, -2.82336], [0.92593, 1.50177, -2.03389], [-1.81405, 1.06250, -0.68350], [-0.61795, 1.65476, 0.28659], [-1.12118, -0.86595, 0.54708], [-0.53095, -1.11114, -0.95220], [1.65688, 0.24270, 0.48253], [0.81163, -0.90836, 1.42497], [2.18657, -2.27781, 0.56093], [2.32493, -1.59971, -0.85216], [-0.94315, -1.26642, 4.36456], [-0.10320, -1.73841, 4.34639], [-0.79300, -0.32736, 4.36003]], "atomic_forces_ev_per_a": [[-0.6, 1.5, -1.1], [-1.2, -0.1, 0.0], [-1.4, -0.4, 0.7], [1.3, -0.3, -0.1], [-1.1, -0.8, -0.1], [0.7, 0.5, 0.5], [0.8, -0.4, 0.2], [-0.3, -0.7, 0.6], [1.3, -0.3, 0.2], [0.0, 0.0, -0.4], [0.8, 0.5, 0.1], [-0.3, 0.7, 0.5], [0.1, -0.2, -1.1], [0.0, 0.1, -0.5], [0.2, -0.1, 1.1], [-0.2, -0.2, -0.1], [-0.2, 0.1, -0.4], [-0.4, -0.8, 0.0], [0.0, 0.4, 0.0], [0.4, 0.4, 0.0]], "nbo_charge": [-0.382, -0.179, -0.445, -0.407, -0.232, -0.823, 0.191, 0.184, 0.197, 0.211, 0.207, 0.212, 0.217, 0.172, 0.182, 0.347, 0.348, -0.945, 0.473, 0.472]}



No. 7
{"formula": "C5H13NO", "method": "ωB97M-V/def2-TZVPD", "relative_energy_kcal_mol": 37.4, "smiles": "CC(N)=O.CCC", "homo_ev": -10.027, "homo_lumo_gap_ev": 10.848, "e_lumo_ev": 0.82, "multiplicity": 1, "symbols": ["C", "C", "N", "O", "H", "H", "H", "H", "H", "C", "C", "C", "H", "H", "H", "H", "H", "H", "H", "H"], "coordinates": [[-1.82771, -2.04364, 1.84495], [-0.47862, -1.44831, 1.87214], [-0.33378, -0.02040, 1.95187], [0.50829, -2.02837, 1.62632], [-1.82081, -2.93499, 2.50204], [-1.92828, -2.18978, 0.79156], [-2.72090, -1.53321, 2.12031], [0.42975, 0.53077, 1.85744], [-1.16250, 0.62943, 2.18738], [1.05086, 2.27918, -1.96816], [0.32910, 1.06759, -1.33252], [1.11500, -0.20594, -1.24318], [2.01914, 2.24786, -1.52914], [1.20644, 2.05951, -3.02222], [0.44448, 3.17233, -1.99660], [-0.59044, 0.80812, -1.90195], [-0.12265, 1.35074, -0.34914], [0.41119, -1.13643, -1.12935], [1.53158, -0.30379, -0.18469], [1.93987, -0.30065, -2.09706]], "atomic_forces_ev_per_a": [[-0.2, -0.9, 1.0], [-0.2, 5.4, 0.2], [-6.7, -0.6, 1.5], [2.5, -2.9, -0.4], [0.1, 0.0, -1.0], [-0.3, -1.1, -0.7], [-0.2, 1.2, 0.5], [3.4, 0.8, -0.5], [1.6, -2.0, -0.5], [-0.9, -2.1, -0.7], [-2.3, 0.7, -0.4], [1.0, -2.2, 1.2], [0.8, 1.1, 0.5], [0.1, -0.2, -0.2], [0.3, 0.5, 0.7], [0.4, 0.5, -0.1], [0.7, -0.2, -0.5], [1.2, 1.6, -1.1], [0.5, 0.3, -1.6], [-1.8, -0.1, 2.0]], "nbo_charge": [-0.725, 0.692, -0.866, -0.581, 0.246, 0.248, 0.226, 0.390, 0.373, -0.613, -0.409, -0.634, 0.207, 0.199, 0.215, 0.188, 0.191, 0.221, 0.218, 0.214]}



No. 8
{"formula": "C5H13NO", "method": "ωB97M-V/def2-TZVPD", "relative_energy_kcal_mol": 22.3, "smiles": "CC(C)[C@H](N)CO", "homo_ev": -9.082, "homo_lumo_gap_ev": 10.010, "e_lumo_ev": 0.93, "multiplicity": 1, "symbols": ["C", "C", "C", "C", "N", "C", "O", "H", "H", "H", "H", "H", "H", "H", "H", "H", "H", "H", "H", "H"], "coordinates": [[-1.40649, -0.14288, -1.13217], [0.06936, 0.16797, -0.89030], [0.34662, 1.66833, -1.05047], [0.73854, -0.41840, 0.39872], [1.08586, -1.81254, 0.19761], [-0.26980, -0.23548, 1.54426], [0.34641, -0.45162, 2.79416], [-1.59116, -1.20304, -0.97101], [-1.62871, 0.17806, -2.14580], [-2.04330, 0.44419, -0.46527], [0.61030, -0.30361, -1.72356], [1.38857, 1.96788, -1.09006], [-0.16888, 2.25035, -0.27722], [-0.19767, 1.96351, -1.95447], [1.61103, 0.22523, 0.54142], [1.85011, -2.12203, 0.77439], [1.22049, -1.95739, -0.77752], [-0.69547, 0.76539, 1.45424], [-1.05056, -0.96266, 1.31655], [-0.21524, -0.02127, 3.45650]], "atomic_forces_ev_per_a": [[0.4, 0.3, 0.5], [1.1, -0.2, -0.1], [-1.4, 0.0, 0.0], [-1.0, 0.9, -0.3], [-0.8, 0.3, 0.6], [0.7, -0.2, -1.1], [-0.3, 0.3, 0.5], [-0.2, 0.0, -0.2], [-0.3, -0.3, -0.2], [-0.1, -0.1, 0.0], [0.0, 0.0, 0.0], [0.1, -0.2, -0.1], [0.3, -0.1, 0.2], [0.5, 0.2, -0.2], [0.1, -0.1, 0.4], [0.1, -0.1, -0.2], [0.6, -0.5, -0.5], [0.0, 0.2, 0.2], [-0.2, -0.1, 0.4], [0.4, -0.3, -0.1]], "nbo_charge": [-0.619, -0.200, -0.609, -0.059, -0.849, -0.070, -0.718, 0.221, 0.210, 0.200, 0.184, 0.215, 0.198, 0.206, 0.171, 0.374, 0.358, 0.153, 0.166, 0.469]}



Please write out number 6 again, unchanged.
{"formula": "C5H13NO", "method": "ωB97M-V/def2-TZVPD", "relative_energy_kcal_mol": 48.3, "smiles": "C=CCCCN.O", "homo_ev": -9.607, "homo_lumo_gap_ev": 10.294, "e_lumo_ev": 0.69, "multiplicity": 1, "symbols": ["C", "C", "C", "C", "C", "N", "H", "H", "H", "H", "H", "H", "H", "H", "H", "H", "H", "O", "H", "H"], "coordinates": [[-0.87551, 1.82288, -2.86560], [-0.11093, 1.46942, -1.85271], [-0.72656, 1.00719, -0.57590], [-0.41924, -0.41376, -0.14928], [1.01733, -0.63885, 0.41472], [1.61990, -1.85933, -0.17366], [-0.54996, 2.22328, -3.82553], [-1.93748, 2.02262, -2.82336], [0.92593, 1.50177, -2.03389], [-1.81405, 1.06250, -0.68350], [-0.61795, 1.65476, 0.28659], [-1.12118, -0.86595, 0.54708], [-0.53095, -1.11114, -0.95220], [1.65688, 0.24270, 0.48253], [0.81163, -0.90836, 1.42497], [2.18657, -2.27781, 0.56093], [2.32493, -1.59971, -0.85216], [-0.94315, -1.26642, 4.36456], [-0.10320, -1.73841, 4.34639], [-0.79300, -0.32736, 4.36003]], "atomic_forces_ev_per_a": [[-0.6, 1.5, -1.1], [-1.2, -0.1, 0.0], [-1.4, -0.4, 0.7], [1.3, -0.3, -0.1], [-1.1, -0.8, -0.1], [0.7, 0.5, 0.5], [0.8, -0.4, 0.2], [-0.3, -0.7, 0.6], [1.3, -0.3, 0.2], [0.0, 0.0, -0.4], [0.8, 0.5, 0.1], [-0.3, 0.7, 0.5], [0.1, -0.2, -1.1], [0.0, 0.1, -0.5], [0.2, -0.1, 1.1], [-0.2, -0.2, -0.1], [-0.2, 0.1, -0.4], [-0.4, -0.8, 0.0], [0.0, 0.4, 0.0], [0.4, 0.4, 0.0]], "nbo_charge": [-0.382, -0.179, -0.445, -0.407, -0.232, -0.823, 0.191, 0.184, 0.197, 0.211, 0.207, 0.212, 0.217, 0.172, 0.182, 0.347, 0.348, -0.945, 0.473, 0.472]}



Q: What is the multiplicity in the seventh record?
A: 1